(1)
85
Properties=species:S:1:pos:R:3:forces:R:3 method="wB97M-V/def2-TZVPD" charge=-2 relative_energy_ev=0.000 multiplicity=1
Ba -0.165 -1.284 -1.106 -0.1 0.0 0.0
Se -2.838 1.989 -3.181 0.0 0.0 0.0
Te -2.631 -0.424 -3.749 0.0 0.0 0.0
Te -3.713 -1.659 -1.531 0.0 0.0 0.0
Se -2.351 -3.762 -1.679 0.0 0.0 0.0
C -2.760 -6.111 1.275 0.0 0.0 0.0
N -1.503 -5.385 1.268 0.0 0.0 0.0
C -0.451 -5.815 0.536 0.0 0.0 0.0
C 0.665 -5.075 0.401 0.0 0.0 0.0
C 0.634 -3.776 1.002 0.0 0.0 0.0
N -0.412 -3.312 1.664 0.0 0.0 0.0
C -1.509 -4.097 1.839 0.0 0.0 0.0
O -2.502 -3.756 2.469 0.0 0.0 0.0
N 1.691 -2.958 0.858 0.1 0.0 0.1
H -2.586 -7.113 0.884 0.0 0.0 0.0
H -3.480 -5.594 0.639 0.0 0.0 0.0
H -3.149 -6.166 2.289 0.0 0.0 0.0
H -0.565 -6.783 0.066 0.0 0.0 0.0
H 1.501 -5.400 -0.199 0.0 0.0 0.0
H 2.396 -3.194 0.178 0.0 0.0 0.0
H 1.615 -1.979 1.159 0.0 0.0 0.0
C -0.227 4.836 -4.285 0.0 0.0 0.0
C 1.121 4.215 -3.926 0.0 0.0 0.0
N 1.102 3.358 -2.752 0.0 0.0 0.0
C 1.069 4.012 -1.447 0.0 0.0 0.0
C -0.336 4.211 -0.885 0.0 0.0 0.0
C 0.877 2.012 -2.837 0.0 0.0 0.0
C 0.788 1.404 -4.209 0.0 0.0 0.0
N 0.774 1.227 -1.824 0.0 0.0 0.0
H -0.158 5.347 -5.249 0.0 0.0 0.0
H -0.536 5.567 -3.538 0.0 0.0 0.0
H -1.001 4.068 -4.340 0.0 0.0 0.0
H 1.860 5.001 -3.745 0.0 0.0 0.0
H 1.492 3.639 -4.772 0.0 0.0 0.0
H 1.574 4.975 -1.562 0.0 0.0 0.0
H 1.677 3.440 -0.741 0.0 0.0 0.0
H -0.889 4.965 -1.446 0.0 0.0 0.0
H -0.275 4.520 0.159 0.0 0.0 0.0
H -0.913 3.288 -0.946 0.0 0.0 0.0
H -0.034 1.848 -4.772 0.0 0.0 0.0
H 0.594 0.341 -4.101 0.0 0.0 0.0
H 1.722 1.534 -4.760 0.0 0.0 0.0
H 0.863 1.718 -0.937 0.0 0.0 0.0
C -1.688 0.918 1.024 0.0 0.0 0.0
C -0.859 1.444 2.203 0.0 0.0 0.0
C -0.889 0.426 3.348 0.0 0.0 0.0
C 0.561 1.867 1.878 0.0 0.0 0.0
C 0.954 3.157 2.210 0.0 0.0 0.0
C 2.253 3.606 2.017 0.0 0.0 0.0
C 3.179 2.713 1.497 0.0 0.0 0.0
C 2.845 1.409 1.152 0.0 0.0 0.0
C 3.958 0.495 0.673 0.0 0.0 0.0
C 3.724 -0.147 -0.693 0.0 0.0 0.0
C 4.298 -0.556 1.735 0.0 0.0 0.0
C 1.502 0.955 1.317 0.0 0.0 0.0
O 1.125 -0.242 0.954 0.0 0.0 0.0
H -2.743 1.173 1.153 0.0 0.0 0.0
H -1.645 -0.172 0.987 0.0 0.0 0.0
H -1.389 1.335 0.058 0.0 0.0 0.0
H -1.355 2.354 2.558 0.0 0.0 0.0
H -0.413 -0.505 3.035 0.0 0.0 0.0
H -1.922 0.201 3.631 0.0 0.0 0.0
H -0.369 0.811 4.228 0.0 0.0 0.0
H 0.212 3.827 2.633 0.0 0.0 0.0
H 2.537 4.620 2.272 0.0 0.0 0.0
H 4.208 3.034 1.353 0.0 0.0 0.0
H 4.841 1.137 0.571 0.0 0.0 0.0
H 2.929 -0.887 -0.660 0.0 0.0 0.0
H 4.629 -0.655 -1.037 0.0 0.0 0.0
H 3.439 0.599 -1.437 0.0 0.0 0.0
H 3.428 -1.164 1.976 0.0 0.0 0.0
H 4.632 -0.076 2.658 0.0 0.0 0.0
H 5.092 -1.221 1.382 0.0 0.0 0.0
S 4.339 -3.967 -2.883 0.0 0.0 0.0
C 2.898 -3.275 -2.504 0.0 0.0 0.0
N 1.883 -2.780 -2.200 0.0 0.0 -0.1
C -5.345 -2.410 1.785 -0.1 0.1 0.0
C -4.466 -1.314 2.391 0.0 0.0 0.0
C -5.237 -0.383 3.215 0.0 0.1 0.0
N -5.861 0.342 3.854 0.0 0.0 0.0
H -4.702 -3.149 1.309 0.0 0.0 0.0
H -6.022 -1.996 1.037 0.0 0.0 0.0
H -5.944 -2.896 2.555 0.1 -0.1 0.0
H -3.972 -0.746 1.601 0.0 0.0 0.0
H -3.675 -1.759 2.994 0.0 0.0 0.0

***

(2)
80
Properties=species:S:1:pos:R:3:forces:R:3 method="wB97M-V/def2-TZVPD" charge=0 multiplicity=1
C 3.562 -3.603 2.618 -0.2 0.1 0.3
C 4.851 -2.790 2.355 -0.1 -1.0 -0.5
C 5.162 -2.658 0.855 0.8 0.1 0.5
O 4.711 -1.429 0.303 -1.0 -0.7 0.0
C 4.399 -1.503 -1.065 1.1 0.8 -0.3
C 3.283 -0.561 -1.544 0.5 -0.7 -0.7
O 3.542 0.819 -1.278 -0.8 0.1 0.4
S 3.380 1.360 0.264 0.7 -0.7 1.2
O 4.047 2.626 0.246 0.1 0.6 -0.3
O 1.806 1.771 0.377 0.4 -0.6 -0.9
C 0.827 0.681 0.414 0.1 1.3 0.5
C -0.434 1.527 0.822 -1.0 -0.6 -0.1
C -1.586 0.873 1.604 -1.0 0.6 0.3
C -2.809 1.851 1.654 0.1 -0.6 0.4
C -2.457 3.224 2.234 0.1 0.3 -0.8
C -3.581 1.973 0.329 -0.3 0.8 0.5
C 1.122 -0.176 1.652 0.2 -0.4 1.9
C 1.296 0.658 2.953 0.0 0.2 0.0
F 2.287 -0.959 1.618 0.0 0.3 -0.8
C 0.690 0.010 -0.994 -0.5 -1.0 -1.1
C -0.641 -0.809 -0.976 0.0 -0.4 0.5
O -1.778 -0.029 -1.285 0.4 -0.2 -0.1
C -2.833 -0.811 -1.800 -0.9 0.3 0.0
C -3.612 -1.599 -0.744 0.4 0.3 -0.1
O -3.003 -2.839 -0.424 -0.3 0.0 0.0
C -3.817 -3.964 -0.734 0.3 -0.2 0.4
C -5.126 -4.042 0.074 -0.5 0.0 -0.6
C 0.630 0.969 -2.239 0.3 1.2 -0.3
C 0.236 2.437 -2.117 -0.7 -0.4 0.1
C -1.076 2.790 -2.389 -0.8 -0.8 -0.4
C -1.515 4.084 -2.353 -0.7 1.1 -0.1
C -0.649 5.109 -2.030 -0.2 0.3 0.1
C 0.656 4.780 -1.779 0.8 0.7 0.3
C 1.088 3.478 -1.835 1.3 -0.6 0.1
C 1.795 -1.053 -1.418 -0.2 -0.3 0.0
Br 1.590 -2.805 -0.485 0.3 0.4 0.3
Br 1.408 -1.744 -3.296 0.0 0.3 0.1
H 3.236 -4.154 1.731 0.1 0.1 0.0
H 2.721 -2.978 2.923 0.1 0.0 0.0
H 3.719 -4.361 3.393 0.0 0.2 0.0
H 5.669 -3.401 2.755 0.0 0.3 0.1
H 4.862 -1.827 2.867 0.0 0.0 -0.2
H 4.748 -3.544 0.357 -0.2 0.3 -0.2
H 6.254 -2.710 0.703 -0.1 0.0 0.0
H 5.293 -1.147 -1.610 -0.2 0.0 0.0
H 4.246 -2.519 -1.444 -0.4 0.1 0.3
H 3.496 -0.578 -2.614 -0.3 0.0 0.1
H -0.921 1.971 -0.046 0.5 -0.2 -0.2
H -0.102 2.375 1.419 0.3 -0.2 -0.1
H -1.374 0.678 2.660 0.4 0.0 -0.2
H -1.987 -0.055 1.192 0.4 0.0 -0.2
H -3.498 1.374 2.367 0.0 0.1 -0.1
H -1.853 3.190 3.145 -0.2 -0.1 0.0
H -3.377 3.793 2.404 0.1 -0.1 0.2
H -1.904 3.809 1.486 0.0 -0.1 0.2
H -2.952 2.067 -0.556 0.0 -0.3 0.1
H -4.170 2.900 0.383 0.0 -0.1 -0.1
H -4.323 1.176 0.243 0.3 -0.1 -0.3
H 0.340 -0.904 1.882 -0.2 0.2 -0.7
H 1.346 1.732 2.782 -0.1 -0.1 0.0
H 2.229 0.382 3.449 0.0 -0.1 -0.3
H 0.512 0.427 3.677 -0.1 0.2 -0.2
H -0.710 -1.274 0.017 -0.3 0.1 -0.1
H -0.640 -1.650 -1.675 0.4 0.2 0.0
H -2.521 -1.467 -2.628 0.2 0.0 0.3
H -3.548 -0.102 -2.240 0.2 0.1 0.1
H -4.640 -1.697 -1.119 0.1 -0.3 0.1
H -3.651 -0.998 0.170 -0.1 0.0 -0.1
H -3.216 -4.842 -0.485 0.1 0.2 -0.2
H -3.987 -3.976 -1.819 -0.2 -0.1 0.1
H -5.218 -4.970 0.642 0.2 0.1 0.0
H -5.265 -3.202 0.759 0.2 -0.1 -0.1
H -5.972 -4.034 -0.623 0.0 0.1 0.2
H -0.077 0.551 -2.955 0.0 -0.2 0.3
H 1.569 1.000 -2.799 0.1 -0.3 0.5
H -1.799 2.024 -2.655 0.2 -0.1 0.1
H -2.543 4.349 -2.585 0.0 -0.3 0.0
H -0.973 6.143 -1.974 -0.1 -0.1 -0.1
H 1.394 5.532 -1.517 -0.2 0.1 -0.1
H 2.137 3.271 -1.647 -0.1 0.1 0.0

***

(3)
77
Properties=species:S:1:pos:R:3:forces:R:3 method="wB97M-V/def2-TZVPD" charge=+2 relative_energy_ev=0.000 multiplicity=6 s_squared=8.760
C 2.701 4.610 -1.238 0.2 -0.7 0.2
C 1.660 3.868 -1.832 0.2 0.4 -0.2
C 1.670 3.728 -3.239 0.4 -0.5 0.1
C 2.882 3.974 -3.896 -0.5 0.6 0.7
N 3.942 4.477 -3.266 0.6 -0.4 -0.3
C 3.861 4.810 -1.981 -0.7 0.3 -0.4
C 0.631 3.276 -1.009 -2.6 0.8 0.5
C -0.408 3.029 -0.394 2.3 0.1 -0.3
C -1.563 2.559 0.302 0.2 -0.4 0.8
C -1.536 1.371 1.125 -0.8 0.6 -0.6
C -2.746 0.634 1.242 0.4 1.1 -0.1
C -3.910 1.250 0.813 -1.3 -1.2 0.3
C -3.968 2.601 0.524 0.2 -0.2 0.2
C -2.770 3.255 0.231 -0.6 0.0 -0.2
Mn -1.357 -0.995 0.742 2.9 -0.3 -1.7
P 1.446 -0.450 -0.567 0.7 -0.1 0.3
H 0.798 3.419 -3.831 0.4 -0.2 0.6
H 2.650 4.990 -0.213 0.0 -0.6 -0.3
H 2.979 3.773 -4.961 0.0 0.1 0.2
H 4.734 5.269 -1.523 -0.1 0.0 -0.2
H -2.816 4.310 -0.059 0.2 -0.5 -0.2
H -0.698 1.223 1.798 0.4 -0.5 -0.7
H -4.924 3.107 0.538 0.1 0.0 -0.4
H -2.835 -0.426 1.612 -0.9 1.3 0.9
C 2.048 -2.183 -0.262 -0.3 0.3 0.0
C 3.326 -2.663 -0.928 0.4 -0.4 0.0
H 1.213 -2.830 -0.580 0.2 0.1 0.2
H 2.125 -2.272 0.832 -0.1 -0.1 -0.1
H 3.498 -3.708 -0.638 0.0 0.2 -0.1
H 3.270 -2.635 -2.022 -0.1 0.0 0.2
H 4.207 -2.094 -0.616 -0.2 -0.1 -0.1
C 1.928 -0.091 -2.326 -0.9 0.0 -0.1
C 3.355 0.289 -2.719 0.5 -0.1 -0.2
H 1.266 0.748 -2.594 0.1 -0.3 -0.2
H 1.606 -0.965 -2.912 0.0 0.3 0.1
H 3.439 0.284 -3.816 -0.1 0.0 0.3
H 3.634 1.299 -2.393 -0.1 -0.2 0.1
H 4.111 -0.416 -2.352 -0.3 0.2 -0.1
C 2.595 0.657 0.373 -0.5 -0.1 0.2
C 4.077 0.310 0.453 0.4 0.2 0.1
H 2.166 0.685 1.386 0.1 0.1 -0.1
H 2.446 1.658 -0.055 0.0 -0.2 0.1
H 4.591 1.054 1.078 -0.1 -0.2 -0.1
H 4.257 -0.676 0.895 -0.1 0.2 0.0
H 4.567 0.337 -0.524 -0.1 0.0 0.3
Br -5.472 0.107 0.805 0.5 0.7 0.0
P -1.828 -1.718 -1.931 -0.2 0.0 0.6
C -0.764 -2.658 -3.125 0.3 0.4 0.4
C -1.272 -4.015 -3.582 -0.1 -0.2 -0.4
H 0.202 -2.776 -2.611 -0.2 0.0 -0.2
H -0.588 -2.001 -3.991 0.0 -0.1 0.3
H -0.462 -4.505 -4.135 -0.2 0.0 0.1
H -1.549 -4.660 -2.742 0.1 0.0 -0.2
H -2.126 -3.934 -4.270 0.2 0.0 0.3
C -2.823 -2.979 -0.984 0.2 0.0 -0.6
C -4.190 -3.334 -1.546 -0.5 -0.4 0.3
H -2.925 -2.562 0.046 -0.3 -0.3 -0.2
H -2.203 -3.885 -0.901 -0.1 0.3 0.2
H -4.701 -3.978 -0.818 -0.1 0.2 -0.2
H -4.820 -2.451 -1.711 0.2 -0.2 0.0
H -4.120 -3.911 -2.480 0.1 0.3 0.3
C -2.975 -0.707 -2.976 0.3 0.2 0.3
C -3.374 -1.255 -4.345 -0.2 -0.1 -0.1
H -2.415 0.233 -3.118 -0.3 -0.2 0.1
H -3.851 -0.469 -2.352 0.2 0.0 -0.2
H -3.958 -0.486 -4.865 0.1 -0.2 0.0
H -2.501 -1.478 -4.972 -0.2 0.0 0.2
H -4.006 -2.150 -4.281 0.2 0.2 0.0
C -0.515 0.833 4.569 -0.1 0.3 -0.3
C -0.502 -0.573 4.053 0.3 -1.6 0.6
N -0.318 -1.502 5.006 -0.3 0.6 -1.1
O -0.647 -0.956 2.860 -0.4 0.5 -0.4
H -0.177 0.875 5.612 -0.1 0.0 -0.4
H -1.543 1.210 4.511 0.2 0.0 0.0
H 0.121 1.485 3.967 0.0 -0.1 0.0
H -0.378 -2.480 4.771 0.1 0.0 0.1
H -0.132 -1.203 5.939 0.0 -0.2 0.5

***

Number 1: electronic energy -200040.353 eV. Number 2: electronic energy -194615.567 eV. Number 3: electronic energy -153648.279 eV.